No. 1
DFT (wB97M-V/def2-TZVPD) results for C21H37NO4PPtSSbSe4 as an isolated structure.

The value obtained for the gap between HOMO and LUMO (spin up / spin down) is 4.7 / 4.7 eV. As for the charge: -2. As for the total energy: -323352.08499 eV.

The geometry in XYZ format:
```
71
C21H37NO4PPtSSbSe4 (wB97M-V/def2-TZVPD)
Pt -0.056 0.129 -0.044
Sb 3.954 -1.570 3.580
Se 5.269 -0.342 5.339
Se 1.317 0.094 2.042
Se 5.461 -1.870 1.616
Se 3.513 -3.870 4.496
S 1.189 -1.391 -1.497
P -1.552 1.403 -1.253
O -0.884 1.884 2.245
O 0.884 -1.373 -2.957
O -0.989 -2.030 1.046
O -2.934 -2.850 0.797
N -1.761 -3.016 1.149
C 0.225 2.012 -3.265
C 5.237 -1.053 -2.321
C -0.120 3.528 -0.249
C -3.322 0.787 -1.003
C -1.281 1.788 -3.089
C -3.523 0.817 0.521
C 1.273 -3.146 -1.041
C -3.330 -0.690 -1.435
C -0.924 5.630 0.585
C -2.218 5.222 0.311
C -1.418 3.108 -0.554
C -4.471 1.513 -1.706
C -1.667 0.571 -3.931
C 3.853 -1.695 -2.246
C 0.130 4.774 0.300
C 1.451 -4.796 0.842
C -2.044 3.031 -3.549
C -0.188 1.075 1.716
C 1.795 -3.389 0.363
C -2.461 3.981 -0.260
C 2.929 -0.894 -1.348
H -3.122 2.896 -3.459
H -2.381 -1.164 -1.190
H 0.368 -4.929 0.890
H 0.455 2.137 -4.328
H -4.104 -1.236 -0.897
H 5.173 -0.041 -2.726
H 1.866 -3.636 -1.814
H -2.745 0.408 -3.937
H -0.738 6.596 1.038
H -1.811 3.228 -4.600
H 2.934 0.163 -1.625
H 1.333 -2.673 1.046
H 1.148 5.068 0.525
H 5.678 -1.009 -1.325
H 0.773 1.141 -2.904
H 3.203 -0.983 -0.294
H 1.861 -4.957 1.838
H -4.460 1.342 -2.784
H -3.485 3.701 -0.459
H -3.501 -0.807 -2.506
H -2.800 0.153 0.996
H 3.406 -1.758 -3.242
H -4.524 0.455 0.771
H -1.166 -0.323 -3.553
H 0.569 2.901 -2.735
H -3.391 1.812 0.945
H -1.346 0.727 -4.965
H 3.963 -2.705 -1.847
H 0.702 2.842 -0.415
H 5.897 -1.641 -2.962
H -3.052 5.874 0.546
H 2.878 -3.250 0.396
H -4.476 2.588 -1.533
H -1.759 3.907 -2.966
H 1.872 -5.554 0.173
H -5.413 1.116 -1.318
H 0.233 -3.472 -1.122
```

No. 2
DFT (wB97M-V/def2-TZVPD) results for C47H33AsBr2Cl5N2O9P2SW as an isolated structure.

The value obtained for the gap between HOMO and LUMO is 5.8 eV. As for the charge: +3. As for the total energy: -365435.70553 eV.

The geometry in XYZ format:
```
103
C47H33AsBr2Cl5N2O9P2SW (wB97M-V/def2-TZVPD)
W 0.280 -0.448 1.083
Br 1.778 6.217 2.658
Br 2.625 0.066 7.484
As -2.004 -2.340 1.019
Cl 3.257 -2.304 3.532
Cl 6.524 1.907 0.392
Cl 6.243 -2.166 3.865
Cl 7.917 -0.076 2.318
Cl 3.562 1.763 -0.089
S 1.134 -3.079 0.813
P 0.178 0.255 -2.243
P -1.954 1.678 -0.504
O -1.170 0.897 0.591
O -3.577 -2.561 1.282
O 0.474 -2.007 -0.104
O -1.270 -1.077 1.996
O 0.803 0.270 -0.794
O -1.927 -1.373 -0.492
O 2.113 -0.509 1.377
O 0.706 -2.483 2.110
O 2.505 -3.283 0.540
N 0.933 1.804 1.553
N 0.482 0.013 3.385
C -2.260 4.899 1.835
C -1.641 -1.586 -3.342
C 0.857 -0.963 5.532
C -1.976 -2.851 -3.798
C 1.374 0.667 -3.490
C -1.019 -3.858 -3.812
C 0.529 -5.711 0.281
C 2.730 0.426 -3.283
C -1.782 -6.410 0.318
C -2.128 3.602 1.372
C -2.210 5.967 0.940
C -2.019 5.741 -0.416
C 1.726 0.057 5.863
C 4.250 0.614 0.971
C -4.390 1.436 -1.752
C -5.711 1.024 -1.818
C 1.497 4.438 2.203
C 1.245 1.050 3.756
C 5.486 -1.114 2.755
C -1.158 1.480 -2.145
C 0.098 -4.431 0.558
C -4.207 0.457 0.461
C 3.131 0.762 -5.630
C 3.458 -0.362 1.623
C 3.608 0.487 -4.357
C 0.274 -0.951 4.288
C -5.526 0.041 0.381
C 1.274 2.145 2.793
C -0.350 -1.329 -2.894
C 1.775 0.996 -5.839
C 6.244 -0.176 2.066
C -2.219 -5.110 0.596
C 4.114 -1.190 2.565
C 1.899 1.100 4.960
C 0.893 0.942 -4.777
C -1.941 3.377 0.003
C 0.289 -3.586 -3.421
C -6.271 0.317 -0.759
C 1.550 3.444 3.162
C 0.937 2.761 0.631
C 0.631 -2.317 -2.984
C -0.435 -6.704 0.154
C -3.631 1.123 -0.619
C -1.272 -4.124 0.696
C 1.216 4.080 0.898
C 5.615 0.704 1.191
C -1.896 4.444 -0.893
H -0.408 -1.731 4.009
H -1.771 4.273 -1.960
H 1.779 3.692 4.190
H -1.288 -4.853 -4.153
H 1.216 4.814 0.103
H 1.407 1.202 -6.839
H -1.985 6.575 -1.107
H 3.817 0.791 -6.470
H 1.588 -5.925 0.180
H -2.403 -0.811 -3.322
H -2.183 2.768 2.060
H -0.701 2.433 -2.432
H 4.664 0.301 -4.197
H -2.335 6.979 1.304
H -1.935 1.256 -2.880
H 0.734 2.451 -0.376
H -3.967 2.014 -2.571
H -7.301 -0.014 -0.822
H -6.303 1.256 -2.695
H -3.634 0.257 1.351
H 2.551 1.927 5.209
H -0.171 1.106 -4.948
H 3.089 0.185 -2.303
H -2.515 -7.205 0.251
H 1.048 -4.359 -3.470
H -3.258 -4.868 0.745
H 0.643 -1.768 6.222
H -2.985 -3.047 -4.143
H -0.126 -7.718 -0.067
H -5.964 -0.502 1.209
H 1.654 -2.105 -2.691
H -2.419 5.082 2.890
H -2.813 -1.429 -0.871
```

No. 3
DFT (wB97M-V/def2-TZVPD) results for C32H37AsCuFN3O4S2 as an isolated structure.

The spin multiplicity is 2. The value obtained for the gap between HOMO and LUMO (spin up / spin down) is 8.1 / 8.1 eV. As for the charge: +2. As for the total energy: -176298.57779 eV.

The geometry in XYZ format:
```
81
C32H37AsCuFN3O4S2 (wB97M-V/def2-TZVPD)
As 0.483 5.680 -1.314
Cu -0.205 2.555 0.136
S -0.558 4.801 0.344
S -0.570 3.245 3.153
F -1.855 -3.923 1.154
O -0.541 0.636 -0.131
O 0.590 2.744 -1.581
O -0.338 2.180 2.073
O 1.391 2.196 -3.566
N -1.206 -5.639 -1.015
N -2.069 -7.811 -2.013
N 0.557 -1.737 -3.275
C -0.221 1.219 4.991
C -0.165 -0.046 -1.117
C 0.878 1.887 -2.505
C 0.504 0.446 -2.268
C 2.183 3.160 3.136
C -1.693 0.940 6.872
C 1.056 3.819 3.597
C -0.050 -3.143 -5.306
C -0.585 0.532 6.134
C 1.141 4.950 4.396
C -0.066 -2.307 -2.171
C -2.217 -6.218 -0.136
C -1.062 -2.054 0.009
C 0.326 7.571 -1.014
C 2.364 5.320 -1.373
C -0.577 -7.658 -2.190
C 3.535 4.763 4.314
C 3.431 3.642 3.502
C 0.830 -0.425 -3.273
C 0.988 -2.562 -4.388
C -2.099 2.721 5.316
C -0.341 -3.679 -2.122
C -0.320 5.372 -3.028
C 2.394 5.417 4.760
C -2.448 2.028 6.469
C -1.297 -3.397 0.046
C -0.952 -4.248 -1.018
C 0.840 -2.033 -5.779
C -2.455 -7.672 -0.569
C -0.434 -1.483 -1.102
C -0.100 -6.559 -1.233
C -0.987 2.310 4.599
H -1.965 0.402 7.771
H 2.517 4.267 -1.584
H 2.081 2.293 2.497
H -1.929 -6.227 0.918
H -1.291 5.864 -3.040
H 2.798 5.928 -2.166
H -3.309 2.338 7.044
H -1.333 -1.428 0.848
H -2.684 3.569 4.981
H -0.093 -4.302 -2.969
H -3.136 -5.640 -0.225
H 0.793 7.821 -0.064
H 4.325 3.141 3.153
H -0.119 -8.623 -1.982
H 2.479 6.295 5.386
H -2.382 -8.706 -2.390
H -0.728 7.838 -0.983
H 0.115 -4.140 -5.689
H 0.822 8.107 -1.822
H 0.000 -0.318 6.461
H 0.750 -6.042 -1.670
H 0.327 5.805 -3.790
H -3.496 -7.964 -0.456
H 0.245 5.460 4.728
H -2.533 -7.071 -2.542
H 0.241 -6.994 -0.286
H -1.835 -8.378 -0.020
H 1.342 -0.032 -4.141
H -0.410 -7.399 -3.233
H 0.386 -1.061 -5.909
H -1.081 -2.888 -5.102
H -0.420 4.307 -3.193
H 1.866 -3.155 -4.162
H 2.793 5.600 -0.413
H 1.632 -2.260 -6.476
H 4.511 5.134 4.597
H 0.642 0.921 4.411
```